No. 1
ORCA calculation (the ωB97M-V functional and the def2-TZVPD basis) on a 2-piece molecular cluster, C12H19NO2 overall in a non-equilibrium geometry.

Computed properties:
LUMO = 0.7 eV
SMILES = CCN(C)C(C)=O.Cc1ccc(O)cc1

The geometry in XYZ format:
```
34
Properties=species:S:1:pos:R:3:forces:R:3:lowdin_charge:R:1
O -2.1092 -1.8202 3.0849 -0.2 -2.2 1.2 0.086
O 1.5741 -2.9578 -1.9348 -1.1 2.1 4.5 0.070
N -1.1113 0.1062 2.4842 5.1 0.0 1.4 -0.083
C 1.1580 2.6906 -2.3352 -1.8 0.3 4.6 -0.055
C -1.0766 1.5632 2.1480 -0.3 -0.5 1.6 -0.194
C -1.0273 1.9103 0.7185 14.3 4.7 5.5 -0.077
C 1.5964 -1.5729 -1.9723 -3.5 1.3 -1.6 -0.279
C -2.1291 -0.7311 2.6312 -2.2 4.1 -2.7 -0.560
C -3.2618 -0.0714 1.7366 -0.7 -3.6 0.6 0.023
C 0.3897 0.3544 -2.8474 3.0 1.2 1.9 -0.025
C 0.2528 -0.4699 2.8698 0.6 -0.5 3.2 -0.040
C 1.2930 1.2548 -2.1479 -0.8 -2.2 -2.3 -0.303
C 0.5412 -0.9776 -2.7859 2.3 -0.2 2.5 -0.001
C 2.3765 -0.7104 -1.2659 2.0 -0.2 -1.2 -0.018
C 2.3332 0.6971 -1.4631 -1.4 0.4 1.1 -0.042
H -0.3201 0.7272 -3.4777 -2.0 1.2 -1.4 0.082
H -0.2245 -1.5338 -3.1777 -1.4 -1.8 -1.2 0.087
H 0.6706 -0.2452 3.9645 -1.7 0.1 -1.6 0.112
H -0.0707 1.8616 2.4442 -0.5 0.3 1.2 0.106
H -0.9193 2.9520 0.7072 -0.5 1.7 -0.4 0.078
H -0.1395 1.6058 -0.0329 -1.1 0.0 2.6 0.135
H 2.8552 1.4927 -0.9168 0.8 -1.1 0.0 0.124
H 0.6711 3.1207 -1.3777 0.9 -0.5 -0.8 0.107
H 1.9573 -3.2417 -2.6837 2.1 -1.9 -4.2 0.037
H 0.3520 -1.6046 2.9460 -0.8 1.6 -1.0 0.099
H -3.3699 -0.9827 1.1134 -0.1 0.8 -0.6 0.099
H -4.2554 0.0083 2.1213 -0.5 0.2 0.9 0.064
H -1.6618 1.5940 0.2629 -13.9 -5.7 -9.4 -0.094
H 1.9866 3.2731 -2.4379 2.7 1.1 -0.4 0.053
H -1.9597 2.2018 2.6577 2.2 -1.7 -0.8 0.178
H -3.0334 0.7893 1.1693 0.3 0.5 -0.4 0.030
H 3.3010 -1.1740 -0.9929 0.4 0.0 1.3 0.108
H 0.4497 3.0424 -2.9632 -2.2 0.4 -2.8 0.043
H 1.0946 -0.0293 2.3658 -0.2 0.0 -1.2 0.050
```
Positions in Å, forces in eV/Å.


No. 2
ORCA calculation (the ωB97M-V functional and the def2-TZVPD basis) on C35H30Cl3HgNO4PSSi as an isolated structure in a non-equilibrium geometry.

Computed properties:
2S+1 = 2
LUMO (alpha / beta) = 4.4 / 4.4 eV
Total charge = -2

The geometry in XYZ format:
```
77
Properties=species:S:1:pos:R:3:forces:R:3:lowdin_charge:R:1
Hg -0.6890 -0.0377 -0.1036 0.4 -0.2 0.7 0.984
Cl 2.3357 0.2923 1.2815 0.2 0.8 0.3 0.027
Cl 4.5091 -0.9180 -0.7497 0.2 0.0 -0.3 -0.029
Cl 4.3681 -2.1016 2.2187 0.5 -0.1 0.4 0.043
S -3.1732 0.5062 -1.8668 -0.6 0.3 -0.6 0.367
P 0.3916 -2.3200 1.5050 -1.0 -0.8 0.5 0.861
Si 2.9603 -1.6426 0.6406 0.5 0.0 -0.6 -0.453
O -2.8959 1.4366 -0.7731 -0.1 -0.1 0.1 -0.416
O -0.2600 3.3422 -1.9104 -0.2 0.0 -0.2 -0.061
O -1.9597 0.0402 -2.5387 -0.2 0.1 -0.1 -0.427
O -4.1990 0.9822 -2.7838 0.0 -0.1 0.1 -0.353
N 0.9832 0.5911 -2.1420 0.2 0.4 0.0 0.051
C 1.7196 -2.5635 3.8655 -0.2 0.0 0.0 -0.165
C -3.1158 -1.2968 3.4674 0.2 -0.1 -0.2 -0.206
C 0.1633 -3.5058 0.1476 0.0 -0.2 0.0 -0.410
C -2.2241 1.1461 2.4361 0.8 -0.5 -0.2 -0.165
C 1.6037 1.7735 -2.1843 -0.1 -0.3 0.0 -0.269
C -1.3124 -2.4783 2.2898 0.0 -0.1 0.0 -0.287
C 2.6514 -0.3485 -3.5496 0.3 0.4 -0.3 -0.106
C -0.1290 -4.9344 -2.2314 -0.1 0.0 -0.1 -0.113
C -3.8811 -1.0099 -1.1879 0.3 0.5 -0.3 -0.274
C -4.9071 -3.4732 -0.4425 -0.1 -0.1 0.0 -0.285
C 2.3712 -3.1665 4.9219 0.0 -0.1 0.2 -0.115
C 2.7639 1.9521 -2.9202 0.1 0.0 -0.1 -0.034
C -1.5591 -0.0117 2.0710 -0.1 0.6 -0.4 -0.221
C -1.9831 -1.2625 2.5972 -0.2 0.3 0.3 -0.241
C 1.1797 -4.3504 -0.2998 -0.1 0.1 0.0 -0.153
C -5.4850 -4.8004 -0.0489 0.0 0.1 0.0 -0.058
C 3.3011 0.8794 -3.6121 -0.4 -0.2 0.1 -0.097
C -4.0109 -2.0146 -2.1260 -0.1 -0.2 -0.1 -0.086
C 1.4932 -0.4389 -2.8079 -0.4 0.1 0.2 -0.153
C -3.2881 1.1121 3.3372 -0.4 -0.3 0.6 -0.115
C -3.7339 -0.0860 3.8399 -0.2 0.4 0.0 -0.075
C -1.1511 -4.1099 -1.7838 0.0 -0.1 -0.2 -0.083
C -3.0081 -3.7120 3.4902 -0.6 0.2 0.4 -0.105
C -4.7688 -2.4548 0.4933 0.0 0.0 -0.1 -0.036
C -1.0093 -3.4107 -0.5998 -0.1 0.0 0.0 -0.108
C 1.1898 -3.3219 2.8238 0.2 0.0 0.0 -0.399
C 1.0255 -5.0639 -1.4774 0.1 -0.1 -0.1 -0.106
C 0.9687 2.8930 -1.3920 0.2 -0.1 0.4 -0.233
C 1.9751 -5.3080 3.9305 0.1 -0.3 0.0 -0.103
C 2.5075 -4.5453 4.9554 0.0 0.0 0.1 -0.114
C -4.5274 -3.2430 -1.7589 0.0 0.1 0.0 -0.071
C -4.2642 -1.2180 0.1217 0.0 0.2 0.1 -0.045
C 1.3213 -4.7055 2.8705 0.0 0.1 0.0 -0.107
C -3.6121 -2.5443 3.8904 -0.1 -0.4 0.0 -0.074
C -1.8448 -3.6761 2.7224 0.4 0.4 -0.5 -0.093
H -1.8993 2.1065 2.0515 -0.1 0.0 -0.2 0.083
H -0.2324 -5.4674 -3.1694 0.0 0.0 0.0 0.088
H 0.9095 -5.3202 2.0818 0.0 0.0 -0.1 0.092
H -1.8198 -2.7773 -0.2522 0.0 0.0 -0.1 0.076
H 2.1029 -4.4243 0.2582 0.0 0.0 0.0 0.070
H -0.9133 2.6307 -1.8257 0.0 0.0 0.0 0.054
H -5.4163 -5.5033 -0.8768 0.0 -0.1 0.0 0.066
H -2.0499 -3.9873 -2.3703 0.0 0.0 0.0 0.081
H 2.7972 -2.5649 5.7126 0.0 0.1 0.0 0.096
H 1.6170 -1.4859 3.8195 0.1 0.1 0.0 0.093
H -1.3636 -4.6082 2.4610 0.1 -0.1 0.0 0.096
H -3.6918 -1.7981 -3.1346 0.0 -0.1 -0.1 0.113
H 1.6301 3.7659 -1.3837 0.0 -0.1 0.0 0.113
H -3.7600 2.0392 3.6426 -0.1 0.0 0.0 0.089
H -4.9578 -5.2121 0.8093 0.0 -0.1 0.1 0.071
H 1.8254 -5.7067 -1.8237 0.0 0.0 0.0 0.092
H 3.0270 -5.0260 5.7751 0.0 0.0 0.0 0.087
H 4.2006 0.9939 -4.1966 0.2 0.0 0.0 0.095
H -4.5065 -2.5700 4.5069 0.0 0.0 0.0 0.100
H -3.4322 -4.6664 3.7826 0.0 0.0 0.1 0.091
H 2.0773 -6.3864 3.9534 0.0 -0.1 0.0 0.090
H -4.1671 -0.4155 0.8371 0.1 0.1 0.1 0.105
H 3.2354 2.9222 -2.9477 0.1 0.1 0.0 0.101
H -4.5803 -0.1133 4.5168 -0.1 0.0 0.0 0.093
H -5.0368 -2.6356 1.5250 0.0 0.0 0.1 0.103
H 0.9299 -1.3632 -2.7387 0.0 -0.1 0.1 0.108
H 0.8428 2.5413 -0.3510 0.1 0.1 -0.2 0.091
H 3.0378 -1.2113 -4.0685 0.0 -0.1 0.0 0.096
H -6.5350 -4.6862 0.2229 -0.1 -0.1 0.0 0.073
H -4.6259 -4.0358 -2.4913 0.0 0.0 0.0 0.104
```
Positions in Å, forces in eV/Å.


No. 3
ORCA calculation (the ωB97M-V functional and the def2-TZVPD basis) on a 5-piece molecular cluster, C16H24FO12 overall in a non-equilibrium geometry.

Computed properties:
LUMO = 2.6 eV
Total charge = -1

The geometry in XYZ format:
```
53
Properties=species:S:1:pos:R:3:forces:R:3:lowdin_charge:R:1
F -0.5004 0.2888 0.2276 -1.2 0.5 0.8 -0.376
O -1.4603 4.0777 0.3278 1.5 0.1 0.9 0.064
O 0.3071 4.0893 -0.9817 1.0 2.8 1.0 0.039
O 1.1028 -1.8743 -2.2102 1.7 1.1 -1.8 0.067
O 0.2467 -4.2366 -2.7497 2.4 -3.5 -3.0 0.224
O 2.2700 -0.2313 3.7006 1.7 -0.8 0.0 0.134
O -0.5107 6.0416 0.0592 2.2 -2.3 0.1 0.099
O 0.2585 -0.4677 4.5747 1.7 -1.2 2.5 0.051
O 2.1721 -1.2697 5.6771 -2.0 2.1 -2.7 0.095
O 2.6749 -0.3337 -2.3947 1.7 -1.3 -1.3 0.100
O -0.9926 -2.3982 -2.5981 -1.5 -2.1 -1.0 0.076
O 2.2482 -1.7133 -4.1747 -0.4 1.0 3.4 0.104
O -0.8878 -3.8290 -0.9265 -0.9 -1.7 -0.3 0.044
C -2.5433 2.1445 -0.2776 -1.6 -1.7 -0.6 -0.044
C 0.9956 -1.1297 -1.0320 4.9 -0.8 1.9 -0.351
C 0.0269 0.2747 3.4314 0.5 0.3 -1.2 -0.107
C -0.2309 2.7938 -1.1781 1.5 -0.1 1.4 -0.082
C 1.1667 -2.2229 0.0507 -0.5 1.6 1.0 0.032
C 2.0116 -0.0548 -1.2165 0.1 1.5 1.0 -0.117
C -1.4975 -2.7101 -0.3950 -1.4 1.1 2.0 -0.136
C -0.4076 4.8237 -0.0629 -3.4 2.0 -2.4 -0.496
C 2.0315 -1.3532 -3.0059 0.6 -0.9 -3.6 -0.478
C -2.4966 -0.8400 -1.9437 -1.2 0.3 0.6 -0.002
C -0.5253 -3.5858 -2.2158 -1.8 2.8 1.9 -0.614
C -1.3529 -1.6612 -1.4290 -2.3 1.5 -3.0 -0.322
C 1.4606 0.6790 3.0854 -0.8 2.5 -3.1 -0.319
C -1.1854 2.7144 -0.0069 -2.6 -0.4 0.1 -0.320
C 1.7370 0.6112 1.6067 1.4 0.2 -0.5 -0.048
C 1.6447 -0.6498 4.7330 -0.8 -4.1 4.6 -0.510
H 0.1734 -0.4750 -0.7434 1.4 0.6 1.1 0.031
H -3.3207 2.7061 -0.7957 0.7 1.0 -0.5 0.092
H 0.3503 -2.9233 -0.1253 2.5 -0.3 0.1 0.053
H -0.7947 2.1763 0.8567 0.4 0.3 -0.4 0.127
H 0.8422 -1.7081 0.9550 0.2 -0.6 0.4 0.066
H -2.2748 -0.2285 -2.8184 0.7 -0.4 -0.3 0.097
H 0.6139 2.1497 -0.9340 -0.6 -0.2 -0.5 0.085
H -0.7242 1.0376 3.6366 0.4 0.3 -0.1 0.142
H -0.8639 -2.3922 0.4330 -1.4 0.1 0.5 0.105
H -0.5031 2.7292 -2.2316 -0.7 -0.3 0.3 0.151
H -3.3010 -1.5175 -2.2300 -0.4 0.2 0.1 0.090
H 1.5941 0.9197 -1.4694 -0.6 -0.1 0.6 0.117
H -2.4718 1.2205 -0.8512 0.5 0.9 0.4 0.018
H -0.3020 -0.3423 2.5952 -0.4 -0.2 0.1 0.116
H 2.5393 0.0896 -0.2738 1.2 -0.2 -1.2 0.099
H -2.5033 -2.9070 -0.0240 -0.2 -0.1 -0.3 0.146
H 1.8062 1.6384 3.4704 -0.5 0.4 0.0 0.162
H 2.7924 0.4189 1.4136 0.7 0.7 0.9 0.093
H 1.3940 -0.2448 1.0256 -1.0 0.9 1.2 0.023
H -2.8076 -0.0489 -1.2613 -0.5 -1.3 0.2 0.038
H -3.1395 1.8350 0.5808 0.6 0.0 0.7 0.091
H 1.5004 1.5569 1.1189 -0.2 -0.2 -0.1 0.097
H -0.5012 -0.9997 -1.2697 -3.7 -1.8 -1.0 0.040
H 2.1379 -2.6682 0.2665 0.1 0.0 -0.7 0.115
```
Positions in Å, forces in eV/Å.


No. 4
ORCA calculation (the ωB97M-V functional and the def2-TZVPD basis) on an isolated ion of composition C7H10NO3 and charge -1 in a non-equilibrium geometry.

Computed properties:
LUMO (alpha / beta) = 3.2 / 3.2 eV
Total charge = -1

The geometry in XYZ format:
```
21
Properties=species:S:1:pos:R:3:forces:R:3:lowdin_charge:R:1
O -4.2589 0.3194 -0.7650 -0.5 0.5 -1.4 -0.057
O -3.5400 -0.9777 0.8917 0.6 -0.4 0.3 -0.085
O -0.3321 2.2166 0.6334 1.5 0.2 0.0 -0.153
N 0.4523 1.0882 0.3287 0.6 -0.3 3.1 -0.047
C 1.5076 -1.6184 0.5212 2.5 1.2 -0.6 -0.131
C -3.4741 0.0150 0.1341 -0.8 -0.4 1.1 -0.824
C -1.7984 2.0025 0.8447 0.2 -0.3 -1.0 -0.140
C -2.3973 0.9658 0.4090 2.2 -0.8 -0.3 0.065
C -0.1062 0.1754 -0.4552 -2.1 1.1 -1.6 -0.306
C 0.2039 -1.2741 -0.1741 -0.3 0.5 -3.2 -0.196
C -0.3024 0.7549 -1.8974 -2.8 0.5 3.4 -0.011
H 0.3276 1.6078 -1.9246 0.5 0.9 -0.4 0.059
H -0.6777 -1.6663 0.3145 -0.1 -0.5 0.2 0.105
H -1.3897 1.0578 -1.9793 1.3 -0.3 -0.3 0.102
H 1.7202 -2.6619 0.2954 0.1 -0.1 0.6 0.060
H -0.0378 0.0434 -2.5750 0.6 -1.9 -2.2 0.020
H 1.6352 -1.3636 1.5781 -0.9 -0.6 0.2 0.059
H 0.2071 -1.6594 -1.2904 0.1 -0.1 2.3 0.142
H -2.1002 3.0197 1.0215 -0.2 0.1 0.5 0.093
H 0.7651 0.5448 1.1807 -0.6 1.6 -0.4 0.140
H 2.4594 -1.0240 0.1807 -1.8 -0.9 -0.3 0.105
```
Positions in Å, forces in eV/Å.


No. 5
ORCA calculation (the ωB97M-V functional and the def2-TZVPD basis) on a 2-piece molecular cluster, C7H14N2S overall in a non-equilibrium geometry.

Computed properties:
LUMO = 0.7 eV

The geometry in XYZ format:
```
24
Properties=species:S:1:pos:R:3:forces:R:3:lowdin_charge:R:1
S -2.1615 2.9471 -0.8208 -0.3 -0.4 -1.3 0.864
N 1.7006 -0.2820 -0.3698 -0.7 0.1 0.6 -0.024
N -3.1698 3.7343 0.2637 -0.7 0.8 1.3 -0.332
C 0.5297 -2.3819 0.1827 1.2 -1.1 -1.7 -0.413
C 2.4639 0.6264 -0.9098 0.9 -2.2 2.6 -0.023
C -0.9150 2.2082 -0.2344 -0.3 0.9 -0.7 -0.570
C -0.4058 2.3070 1.1249 -0.1 -1.2 0.2 -0.230
C 0.9990 -0.9876 0.3633 0.5 2.2 -1.0 -0.035
C -1.0334 -2.3833 -0.0037 0.8 0.9 -1.3 -0.065
C 1.5009 -3.0630 -0.8492 0.6 -1.5 1.1 -0.092
H 1.7035 -2.5114 -1.7684 -0.4 -0.1 0.0 0.062
H -3.6819 4.5659 -0.0201 0.3 -0.3 -0.3 0.030
H -2.8553 3.8398 1.2227 0.1 -0.1 -0.2 0.024
H -1.2490 -1.6223 0.7667 -1.0 -0.1 -0.8 0.060
H -0.5406 1.2397 1.4216 0.4 0.7 0.7 0.074
H 0.6442 2.4474 0.9573 0.8 0.0 0.5 0.050
H 1.2129 -4.1260 -1.0254 -0.1 0.8 -0.4 0.073
H 2.2402 1.3003 -1.6655 -1.2 0.8 -1.2 0.033
H -0.7890 3.0494 1.8457 -0.1 -0.3 -0.3 0.063
H -1.4173 -2.1583 -1.1084 1.0 -0.1 2.6 0.124
H -1.4824 -3.3136 0.3182 0.1 -0.3 -0.1 0.053
H 0.7524 -2.9529 1.0796 -0.3 0.3 0.5 0.117
H 2.5136 -3.2185 -0.3443 -1.2 0.6 -0.5 0.090
H 3.4400 0.7354 -0.4264 -0.2 -0.2 -0.4 0.065
```
Positions in Å, forces in eV/Å.


No. 6
ORCA calculation (the ωB97M-V functional and the def2-TZVPD basis) on C5H6Si as an isolated structure in a non-equilibrium geometry.

Computed properties:
LUMO = 1.0 eV

The geometry in XYZ format:
```
12
Properties=species:S:1:pos:R:3:forces:R:3:lowdin_charge:R:1
Si 1.2793 -1.0760 -0.0563 -2.1 3.5 1.1 0.751
C -1.8279 -0.2259 -0.6485 2.1 -0.5 3.3 0.007
C -0.4323 -0.1335 -0.0491 -0.8 0.4 -0.4 -0.489
C 1.5652 0.7840 0.1262 1.8 -0.2 -1.0 -0.241
C -1.7433 -0.2393 0.6513 -0.1 0.9 -1.7 -0.016
C 0.3037 1.1801 -0.0740 0.0 0.9 1.6 -0.183
H 2.5213 1.3003 0.0533 -0.4 0.6 0.5 0.038
H -0.1427 2.2518 0.0788 0.7 -2.0 -0.8 0.138
H -2.3459 -0.0390 1.4812 -0.4 -0.4 1.5 0.079
H 1.5028 -1.7603 1.1731 0.5 -1.2 0.5 -0.066
H -2.3496 -0.6850 -1.3696 -1.9 -0.7 -2.9 0.049
H 1.6694 -1.3573 -1.3664 0.7 -1.3 -1.4 -0.068
```
Positions in Å, forces in eV/Å.